12
Properties=species:S:1:pos:R:3 method="wB97M-V/def2-TZVPD" e_tot_ev=-7222.776 relative_energy_kj_mol=271.64
C -0.668 0.143 -0.093
C 0.319 1.140 -0.093
C 1.592 0.633 -0.041
C -0.088 -1.088 -0.192
H -2.642 0.689 0.557
H -2.382 -0.735 0.008
H 0.018 2.370 -0.396
H 2.724 0.972 0.176
H 2.154 -1.356 0.202
H -0.357 -2.087 0.046
N -2.010 0.097 -0.093
N 1.340 -0.778 -0.080